Record 1
{
  "formula": "C3H4N2O",
  "method": "ωB97M-V with the def2-TZVPD basis set",
  "species": ["C", "C", "C", "N", "N", "O", "H", "H", "H", "H"],
  "xyz": [[1.594894, -0.117534, 0.072783], [1.589299, -1.413239, -0.129068], [-1.850791, 0.307317, -0.093461], [0.375371, 0.500679, 0.243986], [-0.663559, -0.277022, 0.149089], [-2.927461, -0.236071, -0.045601], [2.450729, 0.531219, -0.022691], [0.933434, -2.198906, 0.171326], [-1.757062, 1.389794, -0.405873], [0.255144, 1.513765, 0.059512]],
  "atomic_forces_ev_per_a": [[0.59, -0.47, -0.53], [1.16, -0.18, 0.44], [-0.58, 1.53, -0.37], [-1.18, 1.57, -0.23], [-0.03, -1.13, 0.49], [0.11, -0.18, 0.05], [0.12, 0.07, 0.06], [-0.22, -0.37, -0.23], [-0.17, -0.25, 0.14], [0.20, -0.60, 0.18]],
  "lumo_energy_ev": [-1.52, -0.67],
  "relative_energy_kcal_mol": 132.7,
  "orbital_gap_ev": [8.03, 7.96],
  "total_charge": 0,
  "energy_ev": -8198.1331
}

***

Record 2
{
  "formula": "C2H10N3",
  "method": "ωB97M-V with the def2-TZVPD basis set",
  "species": ["C", "C", "N", "N", "N", "H", "H", "H", "H", "H", "H", "H", "H", "H", "H"],
  "xyz": [[2.333539, 0.095952, 0.623742], [-1.400914, -0.770530, -0.218616], [-1.880582, 0.327773, 0.454344], [-0.349269, -0.236956, -1.099779], [0.319755, 0.850640, -0.715645], [2.126602, -0.696804, -0.015732], [3.105771, 0.836850, 0.238541], [1.753345, 0.318209, 1.530983], [-0.958000, -1.342498, 0.477190], [-2.048471, -1.377831, -0.753109], [-2.332497, 0.169171, 1.396101], [-2.680407, 0.752066, 0.063633], [-0.458829, -0.436840, -2.079436], [-0.123736, 1.465562, -0.006603], [1.011073, 1.239786, -1.329732]],
  "atomic_forces_ev_per_a": [[0.29, 3.10, -0.09], [1.14, 1.98, -1.01], [-2.67, 1.90, 3.87], [-0.04, -0.18, -0.50], [0.05, -0.20, 0.73], [-0.20, -1.57, -0.49], [-1.04, -1.08, 0.91], [0.63, -0.41, -0.44], [1.84, -2.47, 2.37], [-1.31, -0.90, -1.52], [1.53, -0.45, -0.99], [-0.80, 0.79, -1.53], [0.52, 0.24, -0.36], [0.08, -0.80, -0.47], [-0.03, 0.04, -0.47]],
  "lumo_energy_ev": [-5.76, -4.08],
  "relative_energy_kcal_mol": 129.3,
  "orbital_gap_ev": [7.12, 10.13],
  "total_charge": 1,
  "energy_ev": -6695.4324
}

***

Record 3
{
  "formula": "C23H49CeN3P4S",
  "method": "ωB97M-V with the def2-TZVPD basis set",
  "species": ["Ce", "P", "P", "P", "H", "C", "C", "H", "C", "C", "C", "C", "C", "C", "C", "C", "C", "H", "H", "H", "H", "H", "H", "H", "H", "H", "H", "H", "H", "H", "H", "H", "H", "H", "H", "H", "H", "H", "H", "H", "H", "H", "H", "H", "H", "H", "C", "C", "C", "C", "C", "C", "S", "H", "H", "H", "H", "H", "H", "C", "N", "C", "N", "C", "N", "C", "P", "C", "C", "H", "H", "H", "H", "H", "H", "H", "H", "H", "H", "H", "H"],
  "xyz": [[-0.494621, 1.580855, -0.154938], [-0.009297, -1.505417, -0.891104], [2.247281, 1.504375, 0.021098], [-0.385911, 1.283840, -2.983393], [-3.333066, 0.265391, 2.583126], [-3.690750, 0.141576, 1.555682], [-3.278216, -0.869631, 0.768197], [-2.574420, -1.627177, 1.131169], [0.142767, -3.041536, 0.124158], [1.583558, -1.779970, -1.790549], [-1.131260, -2.244059, -2.156274], [2.272861, 3.231823, 0.664282], [3.455103, 0.678936, 1.081856], [3.140241, 1.626107, -1.558107], [-2.074632, 1.037625, -3.680668], [0.709309, 0.620752, -4.310186], [-0.059851, 3.093197, -3.158469], [-4.325535, 0.937226, 1.151013], [-3.555997, -0.892226, -0.289084], [-0.537580, -3.018138, 0.980811], [1.171562, -3.157630, 0.482344], [-0.098265, -3.928085, -0.479993], [2.415579, -1.650532, -1.089977], [1.687229, -1.079226, -2.621826], [1.593669, -2.808298, -2.180468], [-2.143011, -2.313528, -1.738261], [-0.773238, -3.258460, -2.392536], [-1.156811, -1.647947, -3.075407], [3.324263, 3.515025, 0.558772], [1.985071, 3.276846, 1.726294], [1.647370, 3.930158, 0.081886], [4.398581, 1.188591, 0.863093], [3.504718, -0.382252, 0.802801], [3.176595, 0.795822, 2.139297], [4.097435, 2.062627, -1.258026], [2.622203, 2.274556, -2.278198], [3.272273, 0.618085, -1.973065], [-2.262153, 1.788142, -4.458871], [-2.838479, 1.156156, -2.894139], [-2.165743, 0.024721, -4.099184], [0.498331, 1.173157, -5.234434], [0.525419, -0.449599, -4.462583], [1.759281, 0.773176, -4.029447], [-0.425149, 3.345629, -4.157940], [1.010506, 3.330184, -3.070936], [-0.620761, 3.699420, -2.428129], [-3.891426, 4.092561, -1.026279], [-3.674943, 5.479074, -1.195634], [-4.766441, 6.323900, -1.445493], [-6.072446, 5.851420, -1.482110], [-6.272511, 4.482660, -1.307317], [-5.205049, 3.598246, -1.087812], [-2.528797, 2.978644, -0.877682], [-2.233510, 2.706970, 0.498423], [-2.646047, 5.846951, -1.149453], [-4.566778, 7.380652, -1.621445], [-6.911415, 6.542102, -1.676252], [-7.271276, 4.086079, -1.371043], [-5.351380, 2.522907, -0.997306], [0.584153, -2.493254, 5.016440], [1.761825, -1.877374, 4.364145], [2.105348, -0.616591, 5.072993], [0.953217, 0.320593, 5.135491], [-0.197959, -0.353594, 5.744114], [-0.570607, -1.596002, 5.018545], [-1.057589, -1.305958, 3.656618], [0.179254, -0.403713, 2.570209], [1.556565, -1.678094, 2.952036], [0.643374, 0.884607, 3.835954], [0.853023, -2.718274, 6.059507], [0.327461, -3.405701, 4.467742], [2.937209, -0.134765, 4.534499], [2.394349, -0.884347, 6.105175], [-1.056527, 0.330082, 5.727883], [0.066738, -0.644661, 6.772518], [-1.308984, -2.261327, 3.173652], [-1.969750, -0.696844, 3.702219], [2.483604, -1.351512, 2.474959], [1.269551, -2.637049, 2.510371], [-0.231183, 1.545173, 3.933440], [1.494047, 1.472318, 3.446328]],
  "atomic_forces_ev_per_a": [[0.90, -3.34, 1.06], [0.41, -1.26, -0.85], [0.65, -0.04, 0.01], [0.07, 0.08, -1.11], [-0.45, -0.20, -0.32], [0.75, 0.11, -0.61], [0.52, 0.93, 0.17], [-0.47, 0.14, -0.09], [-0.19, 0.14, 0.63], [-0.11, 0.39, 0.06], [-0.24, 0.29, 0.01], [-0.07, -0.22, -0.07], [-0.19, -0.02, -0.02], [-0.06, 0.11, 0.21], [-0.15, 0.12, 0.29], [0.00, 0.00, 0.41], [-0.19, 0.03, 0.03], [0.00, -0.39, 0.27], [-0.18, -0.26, 0.37], [0.12, -0.14, -0.04], [-0.24, 0.11, 0.00], [0.06, 0.39, 0.10], [-0.02, -0.05, -0.19], [0.13, -0.16, 0.10], [0.05, 0.31, 0.14], [0.13, -0.04, -0.24], [-0.15, 0.43, 0.01], [-0.08, -0.17, 0.18], [-0.17, 0.46, 0.14], [0.13, 0.00, -0.30], [0.27, -0.07, 0.11], [0.10, -0.29, 0.30], [0.18, 0.32, 0.19], [0.23, -0.12, -0.37], [0.11, -0.05, -0.58], [0.32, -0.21, 0.22], [0.10, 0.34, 0.06], [0.04, -0.26, 0.03], [0.27, -0.14, -0.42], [0.05, 0.39, 0.06], [0.02, -0.16, 0.17], [0.04, 0.28, -0.02], [-0.25, -0.06, -0.17], [0.22, 0.32, 0.07], [-0.35, -0.09, -0.19], [0.30, -0.13, -0.41], [-0.69, 0.93, -0.03], [0.12, -0.31, -0.08], [0.96, 0.27, 0.13], [0.17, -0.23, -0.07], [0.33, -0.50, 0.09], [-0.01, -0.01, -0.15], [-1.45, 0.91, 0.92], [-1.57, 1.08, -0.53], [-0.47, 0.16, -0.08], [-0.04, -0.25, 0.13], [0.54, -0.55, 0.15], [-0.15, -0.15, 0.06], [-0.28, 0.27, -0.01], [0.23, 0.32, -0.32], [-0.16, 0.55, 0.49], [-0.61, -0.30, -0.14], [0.65, -0.23, 0.10], [-0.03, -0.43, -0.44], [0.02, 0.72, -0.35], [-0.28, -0.18, 0.35], [0.21, -0.20, 0.29], [0.11, 0.14, -0.32], [-0.03, -0.06, 0.00], [-0.14, -0.06, -0.40], [0.07, 0.02, 0.25], [-0.18, -0.12, 0.38], [-0.02, 0.25, -0.52], [0.18, -0.15, 0.23], [-0.20, 0.26, -0.33], [-0.02, 0.21, 0.07], [0.16, -0.26, 0.23], [-0.03, -0.13, 0.14], [-0.01, 0.21, 0.00], [0.24, 0.08, 0.04], [-0.25, -0.07, 0.33]],
  "lumo_energy_ev": [-9.90, -9.80],
  "relative_energy_kcal_mol": 0.0,
  "orbital_gap_ev": [5.41, 5.51],
  "multiplicity": 2,
  "total_charge": 3,
  "energy_ev": -90008.4335
}

***

Record 4
{
  "formula": "C5H10O",
  "method": "ωB97M-V with the def2-TZVPD basis set",
  "species": ["C", "O", "C", "C", "C", "C", "H", "H", "H", "H", "H", "H", "H", "H", "H", "H"],
  "xyz": [[2.351190, -0.567196, -0.147561], [1.602257, 0.620109, -0.172829], [0.452937, 0.591823, 0.654751], [-0.803276, 0.765964, -0.157829], [-2.098454, 0.188887, 0.336557], [-1.408751, -0.420384, -0.851834], [1.724897, -1.445788, -0.366566], [3.123763, -0.488388, -0.918009], [2.841403, -0.719404, 0.827440], [0.400950, -0.361741, 1.201345], [0.544565, 1.397021, 1.396263], [-0.859922, 1.714572, -0.688787], [-3.009095, 0.757710, 0.175318], [-2.091675, -0.373134, 1.267863], [-0.928812, -1.387337, -0.719889], [-1.841979, -0.272720, -1.836228]],
  "atomic_forces_ev_per_a": [[0.19, -0.24, -0.03], [-0.01, 0.10, -0.07], [-0.20, -0.05, 0.13], [0.11, 0.10, -0.06], [-0.16, 0.02, 0.16], [0.04, -0.11, -0.16], [0.11, 0.12, 0.02], [-0.13, 0.00, 0.13], [-0.09, 0.01, -0.14], [-0.01, 0.12, -0.03], [-0.03, -0.10, -0.08], [-0.02, -0.16, 0.09], [0.15, -0.09, -0.01], [0.06, 0.11, -0.15], [-0.07, 0.17, 0.02], [0.05, 0.00, 0.16]],
  "lumo_energy_ev": 1.16,
  "relative_energy_kcal_mol": 37.4,
  "orbital_gap_ev": 10.78,
  "total_charge": 0,
  "energy_ev": -7393.1430
}

***

- Number 4 is which compound?
  C5H10O

***

- Which formula does entry 1 have?
  C3H4N2O